{
  "formula": "C19H28BiClO2",
  "method": "the ωB97M-V functional and the def2-TZVPD basis",
  "symbols": ["O", "C", "C", "H", "H", "C", "H", "H", "C", "H", "H", "H", "C", "H", "H", "H", "Bi", "C", "C", "C", "H", "C", "C", "H", "H", "H", "H", "C", "C", "C", "H", "C", "C", "H", "H", "H", "H", "O", "C", "C", "H", "H", "C", "H", "H", "C", "H", "H", "H", "H", "Cl"],
  "xyz": [[0.06, 0.17, 0.02], [0.93, 0.31, -1.14], [0.02, 1.34, -1.81], [0.99, -0.63, -1.69], [1.92, 0.69, -0.86], [-0.86, 1.14, -0.56], [-0.44, 0.98, -2.74], [0.48, 2.32, -1.91], [-2.19, 0.46, -0.81], [-2.05, -0.42, -1.44], [-2.89, 1.15, -1.30], [-2.63, 0.14, 0.14], [-0.97, 2.38, 0.30], [0.02, 2.83, 0.44], [-1.38, 2.12, 1.28], [-1.64, 3.10, -0.18], [0.85, -1.58, 2.49], [0.94, 1.41, 4.39], [1.75, 0.26, 4.32], [2.44, 0.28, 3.04], [1.94, -0.44, 5.13], [1.95, 1.45, 2.34], [1.05, 2.12, 3.18], [0.55, 3.06, 2.96], [0.32, 1.70, 5.24], [3.31, -0.31, 2.77], [2.31, 1.79, 1.37], [-1.44, -0.54, 4.67], [-2.04, 0.61, 4.13], [-2.51, 0.30, 2.81], [-2.14, 1.59, 4.61], [-2.19, -1.04, 2.53], [-1.51, -1.59, 3.68], [-1.34, -2.65, 3.89], [-1.01, -0.64, 5.67], [-3.05, 0.99, 2.16], [-2.46, -1.60, 1.63], [0.34, -1.29, -3.58], [0.03, -0.50, -4.75], [0.62, -1.17, -6.00], [0.45, 0.51, -4.61], [-1.07, -0.38, -4.82], [1.49, -2.33, -5.47], [1.20, -0.45, -6.57], [-0.18, -1.57, -6.61], [1.34, -2.27, -3.94], [2.53, -2.21, -5.77], [1.13, -3.29, -5.86], [2.28, -1.93, -3.46], [1.07, -3.24, -3.48], [1.70, -3.12, 4.19]],
  "nbo_charge": [-0.577, -0.069, -0.454, 0.208, 0.166, 0.280, 0.214, 0.208, -0.631, 0.217, 0.210, 0.224, -0.631, 0.212, 0.232, 0.210, 1.407, -0.269, -0.337, -0.430, 0.244, -0.304, -0.245, 0.217, 0.222, 0.246, 0.215, -0.289, -0.245, -0.292, 0.215, -0.317, -0.406, 0.245, 0.222, 0.213, 0.221, -0.552, -0.074, -0.435, 0.169, 0.188, -0.434, 0.216, 0.213, -0.072, 0.216, 0.214, 0.168, 0.189, -0.556],
  "de_lowest_kj_mol": 0.0,
  "homo_energy_ha": -0.271,
  "lumo_ev": -0.89,
  "homo_lumo_gap_ev": 6.48
}

{
  "formula": "C19H28BrCeN2O5S4SeSi",
  "method": "the ωB97M-V functional and the def2-TZVPD basis",
  "symbols": ["Ce", "C", "C", "S", "C", "C", "S", "C", "C", "S", "H", "H", "H", "H", "H", "H", "H", "H", "H", "H", "H", "H", "O", "C", "C", "C", "N", "C", "Br", "C", "H", "H", "H", "H", "C", "Si", "C", "C", "C", "C", "C", "C", "N", "C", "S", "H", "H", "H", "H", "H", "H", "H", "H", "H", "H", "H", "H", "O", "Se", "O", "O", "O"],
  "xyz": [[0.70, 0.35, -0.65], [-2.79, -0.37, 2.72], [-2.95, 0.61, 1.55], [-1.55, 1.65, 1.09], [-0.96, 2.23, 2.71], [0.55, 2.19, 2.93], [1.43, 0.70, 2.43], [1.10, -0.45, 3.78], [-0.34, -0.82, 4.10], [-1.31, -1.40, 2.69], [-3.65, -1.03, 2.70], [-2.85, 0.14, 3.68], [-3.79, 1.27, 1.76], [-3.19, 0.07, 0.64], [-1.47, 1.62, 3.44], [-1.30, 3.25, 2.84], [0.75, 2.35, 4.00], [1.04, 2.99, 2.39], [1.56, -0.02, 4.67], [1.69, -1.33, 3.53], [-0.86, 0.01, 4.58], [-0.32, -1.62, 4.84], [1.74, -6.05, 0.79], [1.51, -4.74, 0.64], [2.49, -3.76, 0.83], [2.11, -2.45, 0.64], [0.88, -2.07, 0.28], [-0.03, -3.03, 0.09], [-1.74, -2.48, -0.48], [0.22, -4.37, 0.27], [2.65, -6.23, 1.04], [3.50, -4.01, 1.10], [2.84, -1.66, 0.77], [-0.55, -5.11, 0.11], [-0.08, -0.04, -7.63], [0.62, -0.72, -6.05], [0.53, -2.57, -6.09], [2.35, -0.11, -5.82], [-0.47, -0.03, -4.64], [-1.47, 0.87, -4.94], [-2.24, 1.49, -3.94], [-1.96, 1.20, -2.64], [-1.01, 0.29, -2.31], [-0.29, -0.32, -3.27], [0.90, -1.46, -2.69], [0.49, -0.44, -8.47], [0.01, 1.05, -7.67], [-1.12, -0.31, -7.79], [1.03, -2.92, -6.99], [-0.51, -2.91, -6.13], [1.01, -3.03, -5.23], [2.96, -0.46, -6.66], [2.80, -0.46, -4.90], [2.37, 0.98, -5.83], [-1.67, 1.13, -5.97], [-3.02, 2.20, -4.18], [-2.49, 1.67, -1.83], [3.63, 3.31, -1.08], [2.47, 2.23, -0.98], [1.42, 1.97, -2.24], [2.91, 0.63, -0.66], [1.32, 2.39, 0.24]],
  "mulliken_charge": [0.072, -1.105, -0.561, 0.101, -0.716, -1.115, 0.244, -0.888, -0.928, 0.185, 0.475, 0.526, 0.514, 0.318, 0.084, 0.576, 0.652, 0.468, 0.586, 0.362, 0.415, 0.538, -0.526, 0.844, -0.897, -0.656, 0.393, 0.173, 0.012, -0.815, 0.319, 0.387, 0.551, 0.520, -1.127, 0.293, -1.036, -0.980, 0.240, -0.026, -1.213, -0.037, 0.263, 0.346, -0.364, 0.323, 0.317, 0.341, 0.358, 0.340, 0.320, 0.369, 0.286, 0.325, 0.400, 0.445, 0.395, -0.751, 1.067, -0.359, -0.371, -0.270],
  "charge": 1,
  "de_lowest_kj_mol": 93.3,
  "homo_energy_ha": [-0.408, -0.408],
  "lumo_ev": [-4.66, -4.66],
  "homo_lumo_gap_ev": [6.45, 6.46]
}

{
  "formula": "C19H28CrN4O5Si",
  "method": "the ωB97M-V functional and the def2-TZVPD basis",
  "symbols": ["Cr", "O", "C", "O", "C", "C", "N", "N", "C", "C", "O", "O", "H", "H", "H", "C", "C", "N", "C", "C", "C", "O", "C", "C", "C", "C", "N", "C", "H", "H", "H", "H", "H", "H", "H", "H", "H", "H", "H", "H", "H", "H", "C", "Si", "C", "C", "C", "H", "H", "H", "H", "H", "H", "H", "H", "H", "H", "H"],
  "xyz": [[0.94, 0.18, -0.38], [5.09, -0.09, -4.49], [4.62, 1.14, -4.47], [5.08, 2.03, -5.15], [3.46, 1.42, -3.57], [2.87, 2.67, -3.49], [1.87, 2.59, -2.61], [1.74, 1.34, -2.11], [2.70, 0.62, -2.69], [2.84, -0.82, -2.28], [3.60, -1.54, -2.93], [2.13, -1.15, -1.29], [4.62, -0.69, -3.85], [3.13, 3.58, -4.00], [1.21, 3.31, -2.34], [-2.05, -2.82, -0.41], [-2.78, -2.37, 0.85], [-4.08, -1.76, 0.58], [-5.24, -2.65, 0.72], [-5.78, -2.66, 2.14], [-4.32, -0.48, 0.25], [-5.46, -0.05, 0.12], [-3.17, 0.49, 0.03], [-3.54, 1.77, -0.39], [-2.57, 2.73, -0.63], [-1.24, 2.38, -0.47], [-0.87, 1.16, -0.06], [-1.82, 0.25, 0.21], [-1.11, -3.30, -0.16], [-1.84, -1.99, -1.08], [-2.66, -3.53, -0.96], [-2.17, -1.71, 1.47], [-2.98, -3.24, 1.48], [-4.92, -3.64, 0.41], [-6.01, -2.31, 0.02], [-5.01, -2.96, 2.85], [-6.61, -3.36, 2.23], [-6.13, -1.67, 2.42], [-4.59, 1.98, -0.52], [-2.83, 3.73, -0.95], [-0.44, 3.09, -0.64], [-1.43, -0.69, 0.58], [2.36, 2.31, 1.96], [2.71, 0.46, 2.13], [3.20, 0.13, 3.92], [4.20, 0.08, 1.03], [1.21, -0.48, 1.58], [3.25, 2.91, 2.15], [1.59, 2.63, 2.66], [2.01, 2.56, 0.96], [4.11, 0.67, 4.19], [3.38, -0.93, 4.07], [2.42, 0.44, 4.60], [5.11, 0.42, 1.51], [4.13, 0.58, 0.07], [4.29, -0.99, 0.84], [0.38, -0.24, 2.27], [1.39, -1.56, 1.64]],
  "nbo_charge": [1.212, -0.668, 0.783, -0.591, -0.248, 0.042, -0.307, -0.360, 0.067, 0.776, -0.647, -0.754, 0.512, 0.250, 0.416, -0.627, -0.214, -0.419, -0.211, -0.618, 0.661, -0.633, -0.164, -0.083, -0.253, 0.077, -0.515, 0.057, 0.232, 0.203, 0.221, 0.202, 0.217, 0.193, 0.234, 0.202, 0.218, 0.223, 0.260, 0.234, 0.190, 0.234, -1.098, 1.615, -1.104, -1.107, -1.409, 0.236, 0.230, 0.198, 0.229, 0.234, 0.229, 0.235, 0.216, 0.246, 0.212, 0.234],
  "multiplicity": 5,
  "de_lowest_kj_mol": 65.9,
  "homo_energy_ha": [-0.306, -0.314],
  "lumo_ev": [-0.67, -0.75],
  "homo_lumo_gap_ev": [7.65, 7.79]
}

{
  "formula": "C19H28F2O9Si",
  "method": "the ωB97M-V functional and the def2-TZVPD basis",
  "symbols": ["O", "C", "C", "O", "C", "O", "C", "Si", "C", "C", "C", "C", "C", "C", "C", "C", "C", "H", "H", "H", "H", "H", "H", "H", "H", "H", "H", "H", "H", "H", "H", "H", "H", "H", "H", "H", "H", "H", "H", "O", "C", "O", "C", "C", "F", "O", "H", "H", "H", "O", "C", "O", "C", "C", "F", "O", "H", "H", "H"],
  "xyz": [[1.59, -0.84, 0.48], [0.79, 0.11, 1.17], [0.42, 1.33, 0.29], [0.83, 1.09, -1.05], [0.63, 2.18, -1.91], [0.48, 1.73, -3.22], [-0.29, 0.54, -3.39], [-2.08, 0.56, -2.75], [-2.48, -1.21, -2.27], [-1.89, -1.65, -0.92], [-2.93, -1.91, 0.20], [-4.13, -1.01, 0.19], [-5.41, -1.51, -0.05], [-6.52, -0.68, -0.08], [-6.37, 0.68, 0.13], [-5.11, 1.20, 0.38], [-4.00, 0.36, 0.41], [1.00, -1.38, -0.06], [1.38, 0.45, 2.02], [-0.11, -0.35, 1.58], [0.90, 2.24, 0.67], [-0.66, 1.50, 0.31], [-0.25, 2.75, -1.58], [1.51, 2.83, -1.91], [-0.33, 0.38, -4.47], [0.24, -0.32, -2.97], [-3.00, 1.05, -3.79], [-2.17, 1.47, -1.58], [-2.03, -1.81, -3.07], [-3.55, -1.40, -2.33], [-1.13, -0.94, -0.57], [-1.36, -2.60, -1.07], [-3.25, -2.95, 0.15], [-2.43, -1.79, 1.17], [-5.53, -2.58, -0.23], [-7.50, -1.10, -0.28], [-7.23, 1.34, 0.10], [-4.97, 2.26, 0.56], [-3.02, 0.77, 0.62], [0.97, -0.17, 5.52], [2.09, 0.15, 5.35], [2.57, 0.71, 4.20], [3.93, 1.11, 4.42], [4.33, 0.24, 5.59], [5.18, 0.87, 6.44], [3.10, 0.01, 6.25], [3.95, 2.17, 4.71], [4.51, 0.96, 3.53], [4.77, -0.72, 5.31], [5.82, 0.98, -3.91], [5.21, 0.30, -3.16], [4.75, 0.68, -1.95], [3.92, -0.36, -1.42], [4.41, -1.57, -2.18], [3.42, -2.45, -2.46], [4.89, -1.01, -3.39], [2.88, -0.15, -1.66], [4.03, -0.43, -0.34], [5.23, -2.11, -1.70]],
  "nbo_charge": [-0.718, -0.089, -0.092, -0.565, 0.246, -0.536, -0.489, 1.108, -0.875, -0.392, -0.442, 0.079, -0.249, -0.202, -0.224, -0.192, -0.254, 0.474, 0.197, 0.168, 0.170, 0.171, 0.135, 0.166, 0.219, 0.196, -0.170, -0.195, 0.236, 0.247, 0.183, 0.211, 0.210, 0.216, 0.209, 0.214, 0.215, 0.213, 0.205, -0.547, 0.970, -0.496, -0.130, 0.446, -0.322, -0.491, 0.205, 0.211, 0.155, -0.555, 0.970, -0.491, -0.137, 0.447, -0.331, -0.497, 0.228, 0.213, 0.148],
  "smiles": "OCCOCOC[SiH2]CCCc1ccccc1.O=C1OC[C@@H](F)O1.O=C1OC[C@@H](F)O1",
  "homo_energy_ha": -0.341,
  "lumo_ev": 0.21,
  "homo_lumo_gap_ev": 9.48
}

{
  "formula": "C19H28F5O3TeV",
  "method": "the ωB97M-V functional and the def2-TZVPD basis",
  "symbols": ["O", "C", "C", "H", "H", "C", "H", "H", "C", "H", "H", "H", "C", "H", "H", "H", "V", "C", "C", "C", "H", "C", "C", "H", "H", "H", "H", "C", "C", "C", "H", "C", "C", "H", "H", "H", "H", "O", "C", "C", "H", "H", "C", "H", "H", "C", "H", "H", "H", "H", "F", "Te", "F", "F", "F", "F", "O"],
  "xyz": [[-0.53, -0.56, -2.79], [-0.59, 0.66, -3.62], [-0.35, -0.01, -4.96], [0.23, 1.34, -3.42], [-1.55, 1.19, -3.63], [-0.27, -1.27, -4.07], [0.61, 0.25, -5.41], [-1.22, -0.02, -5.61], [1.11, -1.88, -4.18], [1.91, -1.23, -3.78], [1.32, -2.11, -5.24], [1.13, -2.81, -3.61], [-1.36, -2.18, -4.60], [-2.35, -1.73, -4.48], [-1.34, -3.11, -4.06], [-1.16, -2.35, -5.67], [-0.59, -0.95, 1.94], [-2.76, -1.32, 3.33], [-2.46, 0.06, 3.40], [-2.36, 0.57, 2.07], [-2.53, 0.66, 4.30], [-2.62, -0.52, 1.15], [-2.83, -1.71, 1.96], [-3.13, -2.68, 1.60], [-3.05, -1.93, 4.19], [-2.26, 1.61, 1.80], [-2.64, -0.47, 0.06], [0.67, -2.58, 3.50], [-0.27, -3.27, 2.69], [0.04, -2.99, 1.31], [-0.97, -4.01, 3.06], [1.18, -2.10, 1.28], [1.53, -1.83, 2.66], [2.41, -1.30, 3.00], [0.82, -2.70, 4.57], [-0.48, -3.42, 0.45], [1.68, -1.70, 0.40], [2.74, 2.10, -0.41], [1.45, 1.61, -0.91], [0.45, 2.79, -1.13], [1.09, 0.94, -0.09], [1.70, 0.95, -1.77], [1.13, 4.00, -0.41], [-0.48, 2.55, -0.62], [0.18, 2.96, -2.16], [2.55, 3.45, 0.04], [0.54, 4.33, 0.50], [1.25, 4.87, -1.07], [2.67, 3.40, 1.18], [3.40, 4.07, -0.36], [-0.70, 2.49, 3.88], [0.91, 1.47, 3.92], [1.25, 2.22, 5.63], [1.79, 2.89, 3.06], [2.58, 0.56, 4.05], [0.05, 0.04, 4.83], [0.50, 0.71, 2.29]],
  "nbo_charge": [-0.529, -0.065, -0.468, 0.187, 0.177, 0.266, 0.206, 0.200, -0.627, 0.227, 0.206, 0.211, -0.622, 0.217, 0.207, 0.210, 1.239, -0.272, -0.247, -0.298, 0.256, -0.434, -0.339, 0.225, 0.226, 0.256, 0.245, -0.261, -0.274, -0.398, 0.227, -0.394, -0.234, 0.277, 0.244, 0.233, 0.251, -0.544, -0.076, -0.445, 0.198, 0.167, -0.436, 0.220, 0.191, -0.089, 0.229, 0.195, 0.227, 0.155, -0.698, 3.138, -0.685, -0.690, -0.698, -0.689, -1.202],
  "charge": -1,
  "multiplicity": 4,
  "de_lowest_kj_mol": 2.5,
  "homo_energy_ha": [-0.075, -0.192],
  "lumo_ev": [2.21, 2.21],
  "homo_lumo_gap_ev": [4.25, 7.43]
}

{
  "formula": "C19H28F5O3TeZr",
  "method": "the ωB97M-V functional and the def2-TZVPD basis",
  "symbols": ["O", "C", "C", "H", "H", "C", "H", "H", "C", "H", "H", "H", "C", "H", "H", "H", "Zr", "C", "C", "C", "H", "C", "C", "H", "H", "H", "H", "C", "C", "C", "H", "C", "C", "H", "H", "H", "H", "O", "C", "C", "H", "H", "C", "H", "H", "C", "H", "H", "H", "H", "F", "Te", "F", "F", "F", "F", "O"],
  "xyz": [[-3.50, 1.29, -0.67], [-4.64, 0.48, -1.01], [-5.70, 1.41, -1.61], [-4.99, 0.03, -0.08], [-4.40, -0.32, -1.71], [-5.63, 2.71, -0.91], [-6.62, 0.91, -1.42], [-5.51, 1.47, -2.68], [-6.23, 2.88, 0.41], [-6.67, 1.94, 0.73], [-6.97, 3.67, 0.49], [-5.45, 3.21, 1.08], [-4.96, 3.84, -1.52], [-4.56, 3.56, -2.50], [-4.13, 4.15, -0.85], [-5.57, 4.74, -1.60], [-1.94, 1.17, 0.37], [0.68, 1.50, -0.28], [1.33, 0.72, -1.29], [0.96, 1.23, -2.56], [2.01, -0.11, -1.12], [0.04, 2.29, -2.36], [-0.16, 2.47, -0.95], [-0.63, 3.33, -0.46], [0.89, 1.46, 0.79], [1.35, 0.88, -3.52], [-0.40, 2.88, -3.15], [-1.49, 1.20, 2.65], [-1.67, 2.59, 2.30], [-3.07, 2.81, 2.08], [-0.90, 3.37, 2.33], [-3.75, 1.58, 2.32], [-2.78, 0.58, 2.61], [-2.99, -0.44, 2.89], [-0.56, 0.74, 3.00], [-3.54, 3.79, 1.95], [-4.82, 1.44, 2.39], [-1.38, 0.09, -4.48], [-1.98, 0.60, -5.68], [-2.20, -0.64, -6.55], [-1.29, 1.36, -6.06], [-2.95, 1.06, -5.48], [-2.59, -1.71, -5.49], [-1.25, -0.97, -6.97], [-2.94, -0.50, -7.34], [-2.12, -1.11, -4.13], [-2.07, -2.66, -5.69], [-3.67, -1.93, -5.54], [-1.41, -1.78, -3.61], [-3.00, -0.89, -3.47], [0.34, -3.75, 1.00], [-0.67, -2.22, 0.43], [-2.05, -3.22, -0.40], [0.21, -2.07, -1.25], [-1.61, -2.20, 2.07], [0.62, -1.05, 1.23], [-1.63, -0.69, -0.07]],
  "nbo_charge": [-0.908, -0.005, -0.584, 0.185, 0.228, 0.719, 0.273, 0.261, -0.780, 0.249, 0.313, 0.298, -0.773, 0.263, 0.307, 0.305, 2.295, -0.435, -0.222, -0.267, 0.224, -0.217, -0.548, 0.227, 0.232, 0.230, 0.212, -0.455, -0.380, -0.343, 0.277, -0.301, -0.297, 0.265, 0.291, 0.239, 0.236, -0.528, -0.069, -0.429, 0.204, 0.140, -0.437, 0.214, 0.217, -0.073, 0.221, 0.204, 0.207, 0.135, -0.541, 3.412, -0.577, -0.562, -0.594, -0.580, -1.181],
  "charge": 1,
  "de_lowest_kj_mol": 143.5,
  "homo_energy_ha": -0.360,
  "lumo_ev": -6.05,
  "homo_lumo_gap_ev": 3.74
}

| no. | E (a.u.) |
| --- | --- |
| 1 | -1565.91981 |
| 2 | -8559.15678 |
| 3 | -2670.08721 |
| 4 | -1907.14532 |
| 5 | -2677.81908 |
| 6 | -1780.60599 |